The following is a DFT calculation (ωB97M-V/def2-TZVPD) of an isolated molecule of C3H8N2O at a distorted geometry.

Properties
Energy above the lowest of the compared OMol25 structures with the same formula, charge and spin (eV): 2.611
HOMO (eV): -9.47
Structure (SMILES): [H]/N=C(/C)OCN
LUMO energy (eV): 0.9

Last column: Mulliken charge in e.
Positions of all 14 atoms, in Å:
H 1.023 2.045 -0.399  0.26
N 1.600 1.240 -0.187  -0.53
C 1.010 0.144 -0.021  0.59
C 1.786 -1.133 0.101  -1.03
O -0.262 -0.051 0.716  -0.38
C -1.211 0.645 -0.031  -0.31
N -2.450 0.005 -0.076  -0.50
H 1.378 -1.805 0.852  0.31
H 1.777 -1.668 -0.846  0.24
H 2.798 -0.912 0.429  0.30
H -0.632 0.652 -1.080  0.34
H -1.267 1.698 0.279  0.27
H -3.141 0.096 0.656  0.22
H -2.410 -0.955 -0.393  0.21